{
  "formula": "C16H19ClILuN3O2P",
  "method": "ωB97M-V/def2-TZVPD",
  "species": ["C", "C", "H", "H", "H", "O", "I", "Lu", "P", "C", "C", "H", "H", "H", "C", "H", "H", "H", "H", "H", "H", "C", "O", "Cl", "N", "C", "C", "C", "C", "C", "C", "C", "N", "C", "C", "N", "C", "H", "H", "H", "H", "H", "H", "H"],
  "positions_angstrom": [[0.4535, -1.9525, -2.3112], [1.9433, -1.6232, -2.4564], [0.2454, -2.8524, -2.9348], [-0.0728, -1.0599, -2.7703], [0.0860, -2.0977, -1.2833], [2.4331, -1.3471, -3.5541], [3.2153, 0.5067, -1.1381], [-1.6899, -0.0066, -1.1065], [-0.5958, 1.0821, -3.9297], [1.0440, 1.4731, -4.6455], [-0.9505, -0.2615, -5.1743], [-2.4511, 2.5267, -4.4267], [-1.3183, 2.4957, -5.8180], [-0.9248, 3.4306, -4.3060], [-1.3938, 2.5227, -4.7153], [-1.9658, -0.6473, -5.0235], [-0.8135, 0.0828, -6.2069], [0.9122, 1.8874, -5.6559], [1.6969, 0.5955, -4.6465], [-0.2502, -1.0942, -5.0103], [1.5288, 2.2137, -4.0078], [2.7868, -1.6353, -1.1403], [3.0323, -2.6796, -0.5399], [-4.0009, 0.1880, -1.4559], [-0.2690, 1.8000, 9.1445], [-0.2487, 1.3956, 8.0452], [-0.2237, 0.9134, 6.6809], [-1.0025, 1.5141, 5.6816], [-0.9292, 1.0425, 4.3621], [-0.0677, -0.0101, 4.0364], [0.7143, -0.6203, 5.0203], [0.6241, -0.1448, 6.3385], [-0.0971, -0.5255, 2.7167], [0.5814, -1.6795, 2.2911], [0.1331, -1.9612, 1.0529], [-0.7355, -0.9168, 0.6429], [-0.8575, -0.0792, 1.7025], [-1.6495, 2.3523, 5.9516], [-1.5479, 1.4809, 3.5870], [1.3839, -1.4372, 4.7565], [1.2507, -0.5922, 7.0978], [1.2295, -2.2069, 2.9914], [0.2998, -2.8251, 0.4252], [-1.5386, 0.7520, 1.7319]],
  "atomic_forces_ev_per_a": [[-0.55, 0.37, -0.64], [0.87, -0.05, -1.99], [-0.07, 0.66, 0.46], [0.43, -1.00, 0.08], [0.53, -0.24, -0.47], [-1.32, -0.91, 2.95], [0.36, -0.34, 1.20], [0.33, 0.39, -1.87], [0.20, -0.13, -2.19], [0.97, -0.09, 1.17], [-0.41, -0.52, 0.89], [0.07, 0.26, -0.25], [0.13, -0.11, 0.65], [-0.18, -0.22, -0.27], [-1.08, 0.28, 0.74], [0.11, 0.03, -0.31], [-0.10, 0.17, 0.39], [-0.08, -0.29, 0.39], [-0.13, 0.13, -0.18], [-0.16, 0.25, -0.07], [0.11, 0.17, -0.20], [0.12, -3.19, -0.43], [-0.57, 4.39, -1.33], [0.47, -0.10, 0.25], [0.06, -0.98, -2.63], [-0.16, 0.87, 2.16], [0.18, -0.12, -0.40], [0.05, -0.06, -0.36], [0.22, 0.00, 0.64], [-0.33, 0.46, 1.47], [-0.31, 0.53, 0.14], [0.24, -0.22, -0.57], [0.16, -0.21, -1.11], [-0.71, 0.36, 0.83], [-0.53, 0.91, -0.49], [0.18, -0.35, 1.01], [0.99, -1.68, -0.05], [0.16, -0.34, -0.23], [-0.01, 0.16, 0.34], [-0.13, 0.26, 0.43], [-0.06, -0.03, 0.03], [-0.30, 0.10, -0.64], [0.23, 0.17, 0.26], [0.02, 0.24, 0.24]],
  "charge": 2,
  "orbital_gap_ev": 6.294,
  "total_energy_ev": -88982.0278,
  "lumo_energy_ev": -8.5,
  "homo_energy_ev": -14.78
}



{
  "formula": "C9H14O",
  "method": "ωB97M-V/def2-TZVPD",
  "species": ["C", "C", "C", "C", "C", "O", "C", "C", "H", "H", "H", "H", "H", "H", "H", "H", "C", "C", "H", "H", "H", "H", "H", "H"],
  "positions_angstrom": [[-2.2072, -0.8794, -1.1138], [-0.7057, -0.9234, -1.0406], [-0.0795, -1.4091, 0.1134], [1.2936, -1.5273, 0.1846], [2.0762, -1.1153, -0.8922], [3.4420, -1.3085, -0.8476], [1.4633, -0.5233, -1.9762], [0.0798, -0.4505, -2.0805], [-2.5716, -0.8829, -2.1387], [-2.4733, 0.0921, -0.6820], [-2.7735, -1.7031, -0.7198], [-0.7696, -1.5791, 0.9306], [1.7962, -1.7945, 1.1081], [3.6653, -2.1941, -1.1433], [2.1079, -0.1127, -2.7385], [-0.4096, -0.0526, -2.9578], [0.2323, 1.9293, 1.9079], [-1.2841, 2.1126, 2.0020], [0.6098, 1.7469, 0.9081], [0.7498, 2.7873, 2.3586], [0.6712, 1.1845, 2.5806], [-1.4845, 2.6571, 2.9208], [-1.7920, 1.1569, 2.0880], [-1.6368, 2.7890, 1.2281]],
  "atomic_forces_ev_per_a": [[0.09, 1.04, -0.75], [0.04, -0.76, 0.00], [-0.61, 0.51, -0.45], [0.16, 0.43, 0.41], [-0.60, -0.61, 0.32], [0.28, 0.54, 0.02], [0.39, 0.21, -0.50], [-0.01, -0.24, 0.43], [0.30, 0.37, -0.34], [-0.61, -0.34, 0.14], [0.19, -0.31, 0.99], [0.43, -0.45, 0.33], [-0.08, -0.32, -0.12], [-0.12, -0.07, -0.02], [0.00, -0.08, -0.27], [0.16, 0.13, -0.13], [0.72, 0.38, 0.93], [0.88, 0.26, 0.73], [0.00, -0.01, -0.14], [-0.20, 0.40, -0.73], [-0.63, -0.61, -0.27], [-0.18, -0.08, 0.29], [-0.33, 0.05, -0.50], [-0.26, -0.44, -0.36]],
  "orbital_gap_ev": 9.692,
  "total_energy_ev": -11607.0022,
  "de_lowest_kj_mol": 61.23,
  "lumo_energy_ev": 0.9,
  "homo_energy_ev": -8.79
}



{
  "formula": "C56H55Br2LuN4O2P2",
  "method": "ωB97M-V/def2-TZVPD",
  "species": ["Lu", "Br", "C", "Br", "H", "H", "C", "C", "C", "C", "C", "C", "C", "N", "C", "N", "C", "C", "C", "C", "C", "C", "C", "N", "C", "C", "C", "C", "C", "C", "C", "H", "H", "H", "H", "H", "H", "H", "H", "H", "H", "H", "H", "H", "H", "H", "H", "H", "H", "H", "H", "H", "H", "C", "N", "C", "P", "C", "C", "C", "C", "C", "C", "C", "C", "C", "C", "C", "C", "C", "C", "C", "C", "C", "C", "P", "C", "C", "C", "C", "C", "C", "C", "C", "C", "C", "C", "C", "H", "H", "H", "H", "H", "H", "H", "H", "H", "H", "H", "H", "H", "H", "H", "H", "H", "H", "H", "H", "H", "H", "H", "H", "H", "H", "H", "H", "H", "O", "H", "H", "O", "C"],
  "positions_angstrom": [[-0.5958, -1.0225, -0.9445], [-0.2059, -0.6120, -3.5654], [2.8143, -2.0514, -1.7760], [1.6551, -2.6737, -0.2937], [3.2397, -2.9884, -2.1273], [2.1329, -1.6448, -2.5320], [7.3306, 1.3213, -2.8950], [7.0649, 2.7014, -2.3906], [8.0579, 3.6763, -2.6116], [7.8352, 4.9899, -2.2363], [6.6605, 5.3820, -1.5864], [5.6788, 4.4022, -1.3324], [5.9112, 3.1052, -1.7747], [4.9134, 2.0950, -1.3944], [3.6372, 2.1237, -1.7027], [3.1932, 3.0138, -2.6043], [1.8398, 3.4302, -2.6615], [0.9556, 2.6888, -1.8563], [-0.3870, 3.0733, -1.8211], [-0.8110, 4.0627, -2.6628], [0.0699, 4.7544, -3.4875], [1.4233, 4.4252, -3.5365], [2.3502, 5.2018, -4.4218], [2.7602, 1.1949, -1.1616], [3.3725, 0.0992, -0.4591], [3.2800, 0.0167, 0.9208], [3.9669, -0.9400, 1.6317], [4.8850, -1.6843, 0.8706], [4.9833, -1.6601, -0.4653], [3.8912, -1.0521, -1.3456], [4.4566, -0.7127, -2.7242], [8.4129, 1.2143, -3.0817], [6.8332, 1.0776, -3.8291], [7.0705, 0.5195, -2.2145], [8.9371, 3.4402, -3.1600], [8.6099, 5.7045, -2.4837], [6.4522, 6.3864, -1.2759], [4.7599, 4.5272, -0.7607], [5.2138, 1.3820, -0.7433], [3.9179, 3.5890, -3.0319], [-1.0498, 2.6269, -1.0983], [-1.8846, 4.3687, -2.6902], [-0.2358, 5.5682, -4.1326], [1.9393, 6.1692, -4.7039], [2.4937, 4.6593, -5.3847], [3.3289, 5.4226, -3.9897], [2.7516, 0.7949, 1.4419], [3.8936, -0.9048, 2.6879], [5.6203, -2.1880, 1.4364], [5.7822, -2.1496, -0.9360], [4.9152, -1.6185, -3.1865], [5.2189, 0.0499, -2.6972], [3.6750, -0.3590, -3.4054], [-2.9026, -0.4818, 2.5578], [-3.4695, -1.7843, 2.6077], [-3.3481, -2.7049, 1.5327], [-1.6302, -3.0121, 0.9779], [-0.6963, -3.3646, 2.4747], [0.2801, -2.4651, 2.8763], [0.9398, -2.6605, 4.0875], [0.6098, -3.7230, 4.8764], [-0.4211, -4.6029, 4.5304], [-1.0434, -4.4153, 3.3000], [-1.9712, -4.5342, 0.0606], [-1.5213, -4.6149, -1.2658], [-1.8323, -5.7387, -2.0326], [-2.6380, -6.7207, -1.4996], [-3.1652, -6.6321, -0.2119], [-2.8067, -5.5362, 0.5709], [-4.6991, -1.8976, 3.3390], [-4.7757, -1.2699, 4.5586], [-5.9696, -1.2733, 5.2577], [-7.0763, -1.9289, 4.7857], [-7.0012, -2.5715, 3.5501], [-5.8292, -2.5423, 2.8258], [-2.4395, 0.1926, 0.8936], [-1.9192, 1.8519, 1.3885], [-0.6323, 2.0998, 1.8811], [-0.2748, 3.3558, 2.3112], [-1.1944, 4.4237, 2.2315], [-2.4385, 4.1861, 1.6833], [-2.8312, 2.9029, 1.3246], [-4.0553, 0.4825, 0.1348], [-5.2336, 0.0360, 0.6922], [-6.4390, 0.2206, 0.0010], [-6.4440, 0.9823, -1.1272], [-5.2807, 1.3944, -1.7233], [-4.0610, 1.1065, -1.1265], [-1.9918, -0.3278, 3.2050], [-3.6004, 0.2424, 2.9555], [-3.9502, -2.4201, 0.6582], [-3.7550, -3.6602, 1.9013], [0.5492, -1.6252, 2.2465], [1.7024, -1.9889, 4.4008], [1.1030, -3.8832, 5.8446], [-0.7698, -5.4048, 5.1598], [-1.8423, -5.0687, 3.0220], [-0.8726, -3.8496, -1.6664], [-1.5497, -5.8413, -3.0881], [-2.9095, -7.5466, -2.1670], [-3.8150, -7.3722, 0.1719], [-3.1682, -5.5091, 1.5825], [-3.8426, -0.8766, 4.9765], [-5.9954, -0.7901, 6.2262], [-8.0209, -1.9551, 5.3002], [-7.8720, -3.0995, 3.1745], [-5.8039, -3.0125, 1.8679], [0.0497, 1.2778, 2.0259], [0.6931, 3.5907, 2.6749], [-0.8977, 5.4177, 2.5502], [-3.1796, 4.9791, 1.6564], [-3.8349, 2.7187, 0.9832], [-5.3047, -0.4650, 1.6337], [-7.3738, -0.1659, 0.4141], [-7.3879, 1.2512, -1.5791], [-5.3286, 1.9419, -2.6794], [-3.1565, 1.4586, -1.6352], [-2.7399, -1.4924, -1.7414], [-3.3738, -0.7227, -1.6564], [-2.6302, -1.6867, -2.6908], [0.6412, 0.6490, -0.6603], [1.4234, 1.4800, -1.2059]],
  "atomic_forces_ev_per_a": [[-0.01, -0.62, 0.15], [-0.14, -0.18, 0.34], [-0.21, -0.31, 0.04], [-0.32, 0.10, -0.20], [0.10, -0.01, -0.09], [0.08, -0.11, 0.26], [0.92, -0.53, -0.08], [1.29, 0.11, -0.87], [-1.65, 0.29, 0.39], [-0.03, 0.27, 0.04], [-0.90, -1.20, 0.05], [0.83, 0.23, -0.24], [-1.20, -0.40, 0.81], [0.55, 0.65, -0.30], [0.06, 0.16, -0.47], [-0.27, 0.51, 0.08], [0.82, -1.42, 0.01], [0.12, 0.25, -0.23], [0.22, -0.28, 0.07], [-1.68, 1.04, -0.20], [0.78, -0.43, -0.22], [-0.33, 0.76, 0.52], [0.29, -0.35, -0.95], [0.29, 1.07, -0.05], [-0.10, -0.66, -1.45], [0.18, -0.13, 0.07], [-1.08, 1.01, -0.81], [0.10, -0.01, 0.59], [-1.44, 0.42, -0.33], [0.30, 0.20, 1.21], [0.18, -0.10, -0.65], [-0.46, 0.04, 0.04], [-0.19, 0.25, -0.21], [-0.06, 0.00, 0.41], [0.62, -0.34, -0.18], [-0.13, 0.19, 0.18], [0.26, 0.38, 0.06], [0.28, 0.61, -0.10], [-0.27, -0.58, 0.20], [-0.31, -0.03, 0.06], [-0.18, -0.25, -0.04], [1.03, -0.33, 0.22], [-0.36, -0.08, 0.10], [-0.21, -0.03, 0.16], [0.12, 0.26, 0.63], [-0.01, -0.20, 0.06], [-0.34, 0.30, 0.20], [0.31, -0.33, 0.78], [0.90, -0.73, 0.34], [1.00, -0.66, -0.72], [-0.35, 0.59, 0.34], [0.12, -0.05, 0.10], [0.01, -0.04, -0.04], [1.44, 0.61, 0.33], [-1.07, -0.53, 0.87], [-0.09, -0.33, 0.08], [0.30, -0.07, -0.68], [-0.17, 0.42, -0.18], [0.23, -0.02, 0.18], [-0.22, 0.25, -0.86], [-0.45, -1.21, 1.57], [0.07, 0.54, -1.00], [0.05, -0.30, 0.93], [-0.06, -0.09, -0.43], [-0.10, -0.78, 0.44], [-0.01, 0.57, -0.42], [-0.70, -0.71, -0.35], [1.14, 1.12, -0.43], [0.18, -0.52, -0.56], [0.36, 0.10, -0.58], [0.49, 0.01, 0.47], [0.40, 0.38, 0.94], [-0.48, -0.37, -0.93], [-0.22, 0.04, 0.48], [0.29, 0.01, 0.11], [-0.02, 0.37, 0.45], [-0.19, 0.48, 0.16], [-0.26, -0.40, 0.20], [-1.07, 1.14, -0.30], [0.68, -0.68, -0.46], [-0.67, 0.27, 0.62], [0.52, 0.02, -0.16], [0.76, -0.07, -0.62], [-1.02, -0.11, -0.52], [0.17, -0.14, 1.31], [-1.19, 0.11, -0.78], [0.85, 0.57, -0.92], [-0.41, 0.39, -0.20], [-0.48, -0.40, -0.58], [-0.34, 0.31, 0.03], [0.08, -0.14, -0.27], [0.25, 0.36, -0.27], [0.05, 0.07, 0.00], [0.50, 0.46, 0.12], [-0.09, 0.20, -0.50], [0.25, -0.07, 0.23], [-0.26, -0.35, -0.09], [0.09, 0.14, -0.17], [0.18, 0.22, 0.58], [0.06, 0.18, 0.48], [-0.51, -0.68, 0.30], [-0.16, 0.11, 0.16], [-0.57, 0.12, 0.03], [-0.08, 0.02, 0.01], [-0.01, 0.11, 0.37], [0.14, 0.07, -0.07], [0.02, -0.26, -0.48], [0.30, -0.18, -0.20], [0.80, -0.19, 0.41], [-0.10, -0.13, 0.00], [0.14, 0.00, -0.13], [-0.17, 0.13, -0.06], [0.27, -0.14, 0.33], [0.34, 0.16, -0.05], [-0.07, -0.11, -0.14], [0.13, -0.29, 0.62], [-0.06, -0.17, 0.36], [-0.18, 0.60, -0.14], [0.45, -0.93, -0.23], [-0.24, 0.12, 0.14], [0.09, 0.76, -0.08], [0.10, -0.44, 0.49]],
  "charge": 2,
  "orbital_gap_ev": [5.050, 5.051],
  "total_energy_ev": -261294.1864,
  "de_lowest_kj_mol": 0.00,
  "lumo_energy_ev": [-5.3, -5.3],
  "homo_energy_ev": [-10.39, -10.39]
}



{
  "formula": "CH4NO2P",
  "method": "ωB97M-V/def2-TZVPD",
  "species": ["N", "P", "O", "H", "H", "C", "O", "H", "H"],
  "positions_angstrom": [[1.3736, -1.2160, 0.1114], [2.0951, 0.3242, 0.0107], [0.9087, 1.1559, 0.0455], [0.3970, -1.2516, -0.1812], [1.7834, -2.0610, -0.2029], [-1.5813, 0.7963, 0.0544], [-1.9561, -0.3541, 0.1565], [-1.4917, 1.2165, -0.8877], [-1.5286, 1.3897, 0.8935]],
  "atomic_forces_ev_per_a": [[0.08, 0.94, -0.68], [0.12, -2.71, 0.22], [-1.07, 2.16, -0.03], [-0.05, 0.38, 0.51], [1.04, -0.76, 0.00], [-1.68, -2.84, 0.00], [0.44, -0.02, -0.01], [0.60, 1.17, -2.08], [0.52, 1.69, 2.07]],
  "orbital_gap_ev": 9.687,
  "total_energy_ev": -15975.3735,
  "de_lowest_kj_mol": 107.11,
  "lumo_energy_ev": -0.1,
  "homo_energy_ev": -9.78
}



{
  "formula": "C2H2BrClNO2",
  "method": "ωB97M-V/def2-TZVPD",
  "species": ["O", "C", "O", "N", "Cl", "C", "Br", "H", "H"],
  "positions_angstrom": [[1.1904, -1.0341, 1.4130], [1.4628, -0.0393, 0.7291], [2.4569, 0.6412, 0.4413], [0.1278, 0.5904, 0.0318], [0.5312, 1.4065, -1.3701], [-1.0845, -0.4037, -0.2941], [-2.5271, 0.8114, -0.1525], [-0.9386, -1.1141, 0.4974], [-1.2189, -0.8583, -1.2958]],
  "atomic_forces_ev_per_a": [[0.23, 0.69, -0.36], [-0.24, 0.48, -0.84], [-0.99, -1.12, 0.79], [-0.95, -3.12, 0.03], [0.21, 0.93, -1.33], [3.17, 1.98, 0.45], [-1.63, 0.14, 0.31], [-0.66, -0.35, 0.42], [0.86, 0.36, 0.52]],
  "charge": -1,
  "orbital_gap_ev": 7.768,
  "total_energy_ev": -90256.9670,
  "de_lowest_kj_mol": 101.22,
  "lumo_energy_ev": 3.3,
  "homo_energy_ev": -4.51
}



{
  "formula": "C16H16N6O4",
  "method": "ωB97M-V/def2-TZVPD",
  "species": ["C", "C", "C", "C", "N", "C", "C", "C", "C", "C", "C", "N", "C", "H", "H", "H", "H", "H", "H", "H", "H", "H", "H", "H", "H", "H", "H", "O", "N", "C", "C", "C", "N", "O", "O", "N", "C", "N", "C", "O", "H", "H"],
  "positions_angstrom": [[-2.1299, -3.1362, -0.2817], [-2.2818, -1.6587, 0.0808], [-1.0026, -0.8921, 0.1025], [0.2313, -1.5875, 0.1487], [0.2641, -2.9499, 0.1673], [-0.9086, -3.7550, 0.3622], [1.4697, -3.7073, 0.3681], [2.6721, -3.0384, -0.2640], [2.7570, -1.5610, 0.1063], [1.4395, -0.8458, 0.1106], [1.3448, 0.5326, 0.0442], [0.1600, 1.1853, -0.0569], [-0.9922, 0.4938, 0.0301], [-3.0064, -3.6923, 0.0528], [-2.0520, -3.2426, -1.3689], [-2.9527, -1.1717, -0.6348], [-2.7683, -1.5971, 1.0660], [-1.0668, -3.9190, 1.4422], [-0.6943, -4.7296, -0.0978], [1.6297, -3.8702, 1.4492], [1.2993, -4.6896, -0.0946], [3.5654, -3.5625, 0.0773], [2.6095, -3.1494, -1.3510], [3.2211, -1.4861, 1.1016], [3.4233, -1.0430, -0.5920], [2.2164, 1.1932, 0.0893], [-1.9102, 1.0961, 0.0267], [1.4405, 2.3272, 2.0801], [0.4139, 3.0605, 2.1968], [-0.4767, 3.1826, 1.1080], [0.1019, 2.6477, -0.1702], [-0.6764, 3.1905, -1.3122], [-0.1249, 3.4067, -2.5598], [0.7544, 2.8957, -3.2329], [-0.8838, 4.5092, -3.1621], [-1.7609, 5.0468, -2.2557], [-1.5502, 4.3138, -1.1060], [-1.9489, 4.7498, 0.0774], [-1.4452, 4.1733, 1.1618], [0.2005, 3.7266, 3.2427], [1.1497, 3.0065, -0.2947], [-1.7313, 4.5469, 2.1425]],
  "atomic_forces_ev_per_a": [[0.03, 0.11, -0.23], [-0.87, 0.00, 0.36], [0.39, 0.72, -0.04], [0.23, -0.26, -0.28], [-0.05, 0.56, -0.17], [-0.58, -0.14, 0.18], [0.59, -0.10, 0.19], [-0.13, 0.03, -0.23], [0.71, 0.26, 0.41], [-0.69, 0.48, -0.05], [0.11, -0.01, -0.26], [0.29, -1.63, -0.15], [-0.07, -0.78, -0.21], [-0.05, 0.08, -0.17], [0.00, -0.02, 0.11], [-0.06, -0.13, 0.18], [0.10, 0.10, -0.17], [-0.05, -0.02, -0.18], [-0.23, 0.19, 0.21], [0.02, 0.00, -0.21], [0.20, 0.21, 0.21], [0.06, 0.09, -0.15], [-0.01, 0.00, 0.09], [-0.13, 0.12, -0.18], [0.02, -0.11, 0.18], [-0.32, -0.43, -0.22], [0.42, -0.35, -0.11], [-1.34, 0.86, 0.00], [0.38, 0.63, 1.37], [1.45, -0.25, 0.39], [0.62, 0.85, 0.54], [1.01, 1.74, -2.13], [-1.56, 0.40, 0.69], [-0.52, 0.20, 0.68], [0.60, -1.53, 0.26], [1.14, -1.96, 2.50], [0.18, 0.95, -2.77], [-1.41, 0.18, 2.28], [-0.35, 0.77, -1.39], [0.25, -1.25, -1.40], [-0.36, -0.56, 0.14], [-0.04, 0.03, -0.26]],
  "orbital_gap_ev": 7.192,
  "total_energy_ev": -33974.3961,
  "de_lowest_kj_mol": 667.47,
  "lumo_energy_ev": -0.4,
  "homo_energy_ev": -7.60
}